# 1
DFT (ωB97M-V with the def2-TZVPD basis set) results for a molecular structure, C5H13NO2.

Each line ends with the Löwdin charge.
Cartesian coordinates (Å):
O (1.898, -1.804, -2.009)  0.02
C (2.294, -1.607, -0.792)  -0.39
N (1.992, -0.510, -0.099)  0.02
C (-0.521, -0.036, 2.135)  0.13
C (-0.737, -0.153, 0.713)  -0.10
C (-0.605, 1.093, -0.145)  -0.24
C (-1.095, 2.434, 0.387)  -0.10
H (2.833, -2.473, -0.379)  0.13
H (1.029, -1.042, -0.286)  0.05
H (-0.055, 0.771, 2.701)  0.12
H (-0.843, -0.787, 2.849)  0.11
H (-1.443, -0.877, 0.316)  0.14
H (0.319, -0.398, 1.312)  0.12
H (0.512, 1.134, -0.200)  0.10
H (-0.827, 0.950, -1.205)  0.11
H (-1.245, 3.197, -0.373)  0.07
H (-2.118, 2.319, 0.802)  0.09
H (-0.268, 2.930, 0.934)  0.08
H (0.895, -1.616, -2.091)  0.03
H (-1.365, -2.012, -2.481)  -0.09
O (-0.649, -1.513, -2.088)  -0.41

Max |F| = 6.088 eV/A
Gap between HOMO and LUMO = 0.223 Eh
Energy relative to the best compared isomer or geometry (same formula, charge and spin) = 9.1410 eV
E_HOMO = -7.82 eV

---

# 2
DFT (ωB97M-V with the def2-TZVPD basis set) results for a molecular structure, C39H32CrN4O2PSSe2.

Each line ends with the Löwdin charge.
Cartesian coordinates (Å):
Cr (0.574, -0.065, -0.437)  0.56
O (1.489, -3.198, 0.765)  -0.30
S (1.624, -3.298, -0.667)  0.58
O (1.195, -4.524, -1.293)  -0.29
N (0.959, -2.002, -1.308)  -0.21
C (0.649, -1.978, -2.662)  -0.26
C (1.167, -2.781, -3.661)  -0.02
C (0.718, -2.668, -4.990)  -0.08
C (-0.252, -1.775, -5.350)  -0.06
C (-0.795, -0.921, -4.362)  -0.16
C (-1.823, 0.015, -4.623)  -0.01
C (-2.309, 0.797, -3.617)  -0.03
C (-1.732, 0.697, -2.335)  -0.13
N (-0.769, -0.156, -2.073)  0.03
C (-0.318, -1.001, -3.043)  -0.15
C (3.377, -3.173, -1.000)  -0.28
C (3.920, -2.057, -1.616)  -0.07
C (5.292, -1.984, -1.819)  -0.07
C (6.113, -3.020, -1.405)  -0.09
C (5.562, -4.137, -0.786)  -0.08
C (4.195, -4.216, -0.584)  -0.06
H (1.896, -3.540, -3.427)  0.10
H (1.150, -3.326, -5.734)  0.10
H (-0.613, -1.706, -6.369)  0.10
H (-2.216, 0.091, -5.631)  0.11
H (-3.105, 1.510, -3.775)  0.11
H (-2.057, 1.332, -1.513)  -0.02
H (3.274, -1.242, -1.918)  0.11
H (5.715, -1.109, -2.297)  0.10
H (7.183, -2.961, -1.560)  0.10
H (6.201, -4.947, -0.458)  0.10
H (3.756, -5.080, -0.102)  0.12
Se (-2.678, 2.309, 0.775)  -0.04
P (-0.702, 1.138, 3.747)  0.77
Se (-1.121, 0.729, 1.558)  0.13
C (-2.309, 1.824, 4.273)  -0.48
C (-3.265, 0.896, 4.688)  -0.13
C (-4.518, 1.308, 5.104)  -0.10
C (-4.829, 2.661, 5.132)  -0.10
C (-3.883, 3.592, 4.729)  -0.09
C (-2.635, 3.177, 4.290)  -0.11
C (0.403, 2.603, 3.644)  -0.44
C (0.277, 3.621, 2.696)  -0.13
C (1.228, 4.624, 2.620)  -0.09
C (2.322, 4.623, 3.480)  -0.10
C (2.465, 3.607, 4.412)  -0.10
C (1.510, 2.600, 4.489)  -0.12
H (-3.022, -0.161, 4.670)  0.10
H (-5.253, 0.573, 5.411)  0.09
H (-5.808, 2.988, 5.461)  0.09
H (-4.123, 4.649, 4.735)  0.10
H (-1.911, 3.910, 3.961)  0.09
H (-0.543, 3.594, 1.984)  0.03
H (1.129, 5.395, 1.866)  0.10
H (3.068, 5.405, 3.408)  0.09
H (3.325, 3.585, 5.071)  0.09
H (1.637, 1.788, 5.200)  0.08
C (3.188, -0.671, 1.609)  -0.17
N (2.347, 0.214, 0.804)  -0.03
C (2.747, 1.439, 0.718)  -0.10
C (2.074, 2.387, -0.083)  -0.35
C (2.357, 3.726, -0.360)  -0.08
C (1.379, 4.142, -1.264)  -0.10
C (0.555, 3.034, -1.490)  -0.17
N (0.966, 1.974, -0.782)  -0.05
C (2.742, -0.855, 3.039)  -0.19
C (3.563, -0.427, 4.079)  -0.06
C (3.212, -0.649, 5.403)  -0.11
C (2.027, -1.306, 5.700)  -0.11
C (1.201, -1.727, 4.670)  -0.11
C (1.552, -1.505, 3.348)  -0.06
H (4.209, -0.271, 1.617)  0.11
H (3.225, -1.641, 1.129)  0.09
H (3.639, 1.761, 1.261)  0.14
H (3.162, 4.311, 0.060)  0.10
H (1.260, 5.123, -1.697)  0.08
H (-0.330, 2.986, -2.107)  0.09
H (4.490, 0.086, 3.845)  0.11
H (3.862, -0.306, 6.199)  0.10
H (1.743, -1.481, 6.731)  0.10
H (0.264, -2.223, 4.895)  0.10
H (0.907, -1.846, 2.553)  0.09

Max |F| = 0.821 eV/A
Gap between HOMO and LUMO (spin up / spin down) = 0.216 / 0.216 Eh
Energy relative to the best compared isomer or geometry (same formula, charge and spin) = 0.0000 eV
Net charge = -1
Expectation value of S² = 6.02
Multiplicity = 5
E_HOMO (spin up / spin down) = -3.66 / -3.74 eV

---

# 3
DFT (ωB97M-V with the def2-TZVPD basis set) results for a single C2H6O2 molecule.

Each line ends with the Löwdin charge.
Cartesian coordinates (Å):
O (1.553, -1.133, 0.112)  0.02
C (0.679, -0.220, -0.413)  -0.30
C (-0.956, 1.279, 0.432)  -0.05
O (-0.590, -0.335, 0.316)  -0.14
H (1.340, -2.002, -0.238)  0.11
H (1.128, 0.772, -0.296)  0.12
H (0.335, -0.365, -1.440)  0.14
H (-1.921, 1.146, 0.930)  -0.03
H (-1.199, 1.402, -0.644)  -0.01
H (-0.369, -0.543, 1.240)  0.14

Max |F| = 0.887 eV/A
Gap between HOMO and LUMO = 0.288 Eh
Energy relative to the best compared isomer or geometry (same formula, charge and spin) = 4.5789 eV
E_HOMO = -7.41 eV

---

# 4
DFT (ωB97M-V with the def2-TZVPD basis set) results for 10 unconnected molecules or ions with the total composition C31H65N3O20S7.

Each line ends with the Löwdin charge.
Cartesian coordinates (Å):
C (-8.538, -19.966, 18.674)  0.05
N (-8.499, -18.786, 17.761)  -0.41
O (-7.952, -18.848, 16.687)  0.07
O (-8.957, -17.765, 18.242)  0.07
H (-8.674, -20.863, 18.058)  0.07
H (-9.517, -19.995, 19.145)  0.10
H (-7.599, -19.914, 19.208)  0.11
C (-8.586, -16.185, 14.417)  0.06
N (-9.822, -15.300, 14.349)  -0.43
O (-10.355, -15.194, 13.267)  0.07
O (-10.167, -14.699, 15.351)  0.04
H (-8.613, -16.777, 13.510)  0.09
H (-8.632, -16.692, 15.370)  0.07
H (-7.775, -15.467, 14.294)  0.09
C (-0.192, -18.476, 17.180)  0.04
N (-1.122, -17.334, 17.286)  -0.44
O (-0.925, -16.528, 18.174)  0.07
O (-2.052, -17.279, 16.500)  0.05
H (0.223, -18.782, 18.132)  0.10
H (0.617, -18.032, 16.591)  0.11
H (-0.618, -19.294, 16.614)  0.08
O (-8.541, -26.031, 14.935)  -0.34
S (-7.686, -26.313, 13.807)  0.70
O (-8.184, -26.999, 12.633)  -0.33
C (-6.775, -24.818, 13.257)  -0.20
C (-5.497, -24.845, 14.067)  -0.24
C (-5.005, -26.304, 14.187)  -0.20
C (-6.206, -27.205, 14.455)  -0.18
H (-7.414, -23.958, 13.453)  0.08
H (-6.563, -24.915, 12.194)  0.11
H (-4.780, -24.126, 13.665)  0.10
H (-5.698, -24.482, 15.082)  0.10
H (-4.284, -26.332, 15.005)  0.11
H (-4.422, -26.589, 13.309)  0.11
H (-6.409, -27.309, 15.518)  0.09
H (-6.222, -28.114, 13.864)  0.10
O (-5.537, -14.996, 10.803)  -0.34
S (-5.167, -14.461, 12.102)  0.68
O (-5.967, -13.442, 12.731)  -0.33
C (-4.845, -15.875, 13.183)  -0.23
C (-3.401, -16.272, 12.941)  -0.22
C (-2.612, -14.968, 12.880)  -0.21
C (-3.392, -13.990, 11.992)  -0.21
H (-5.698, -16.546, 13.128)  0.08
H (-4.802, -15.452, 14.197)  0.09
H (-3.019, -16.955, 13.700)  0.10
H (-3.314, -16.802, 11.986)  0.12
H (-1.655, -15.098, 12.369)  0.11
H (-2.360, -14.570, 13.863)  0.12
H (-3.088, -14.101, 10.952)  0.10
H (-3.304, -12.925, 12.201)  0.10
O (1.406, -22.011, 12.774)  -0.33
S (0.364, -21.455, 13.601)  0.68
O (0.648, -20.343, 14.483)  -0.34
C (-1.137, -21.041, 12.616)  -0.19
C (-2.115, -22.183, 12.862)  -0.22
C (-1.928, -22.655, 14.313)  -0.21
C (-0.430, -22.819, 14.475)  -0.23
H (-0.844, -20.909, 11.581)  0.11
H (-1.455, -20.128, 13.120)  0.10
H (-3.126, -21.884, 12.588)  0.10
H (-1.870, -23.014, 12.192)  0.12
H (-2.431, -23.588, 14.572)  0.10
H (-2.341, -21.930, 15.023)  0.10
H (-0.109, -23.700, 13.915)  0.11
H (0.002, -22.893, 15.472)  0.11
O (-6.712, -18.639, 13.649)  -0.33
S (-5.627, -19.500, 14.086)  0.69
O (-4.644, -19.825, 13.067)  -0.33
C (-4.929, -18.887, 15.635)  -0.22
C (-4.561, -20.135, 16.419)  -0.19
C (-5.575, -21.270, 16.118)  -0.19
C (-6.261, -21.071, 14.752)  -0.20
H (-5.748, -18.315, 16.062)  0.06
H (-4.103, -18.230, 15.373)  0.08
H (-3.555, -20.463, 16.149)  0.09
H (-4.471, -19.906, 17.482)  0.12
H (-6.315, -21.454, 16.890)  0.09
H (-4.924, -22.137, 16.003)  0.09
H (-7.349, -21.043, 14.802)  0.08
H (-6.029, -21.895, 14.078)  0.08
O (-5.820, -16.114, 16.563)  -0.34
S (-5.966, -14.819, 17.189)  0.66
O (-5.211, -13.657, 16.795)  -0.30
C (-7.683, -14.443, 17.294)  -0.27
C (-7.831, -13.528, 18.480)  -0.20
C (-6.943, -14.084, 19.608)  -0.18
C (-5.796, -14.954, 18.996)  -0.20
H (-8.266, -15.363, 17.354)  0.09
H (-7.988, -14.044, 16.323)  0.10
H (-7.578, -12.498, 18.233)  0.12
H (-8.887, -13.460, 18.751)  0.12
H (-7.389, -14.757, 20.336)  0.11
H (-6.521, -13.242, 20.157)  0.11
H (-5.951, -15.995, 19.269)  0.09
H (-4.764, -14.660, 19.183)  0.10
O (-7.581, -26.209, 17.807)  -0.32
S (-8.197, -24.897, 17.754)  0.69
O (-7.663, -23.857, 16.890)  -0.34
C (-9.961, -25.056, 17.443)  -0.23
C (-10.574, -23.875, 18.179)  -0.22
C (-9.927, -23.837, 19.572)  -0.21
C (-8.444, -24.130, 19.406)  -0.21
H (-10.301, -25.996, 17.890)  0.12
H (-10.117, -25.178, 16.375)  0.07
H (-10.206, -23.001, 17.624)  0.09
H (-11.660, -23.879, 18.168)  0.12
H (-10.313, -24.621, 20.227)  0.12
H (-10.141, -22.879, 20.043)  0.11
H (-8.065, -24.903, 20.080)  0.10
H (-7.764, -23.296, 19.574)  0.10
O (-11.852, -19.945, 14.320)  -0.30
S (-11.049, -21.023, 14.835)  0.69
O (-10.163, -20.860, 15.973)  -0.35
C (-12.107, -22.480, 15.126)  -0.22
C (-11.636, -23.608, 14.213)  -0.20
C (-11.194, -22.863, 12.940)  -0.20
C (-10.180, -21.833, 13.469)  -0.22
H (-13.063, -22.114, 14.733)  0.10
H (-12.300, -22.692, 16.175)  0.09
H (-10.767, -24.115, 14.641)  0.09
H (-12.441, -24.334, 14.124)  0.12
H (-12.004, -22.443, 12.348)  0.12
H (-10.591, -23.493, 12.281)  0.12
H (-9.762, -21.151, 12.735)  0.12
H (-9.396, -22.464, 13.894)  0.08

Max |F| = 2.251 eV/A
Gap between HOMO and LUMO = 0.347 Eh
SMILES = C[N+](=O)[O-].C[N+](=O)[O-].C[N+](=O)[O-].O=S1(=O)CCCC1.O=S1(=O)CCCC1.O=S1(=O)CCCC1.O=S1(=O)CCCC1.O=S1(=O)CCCC1.O=S1(=O)CCCC1.O=S1(=O)CCCC1
E_HOMO = -9.65 eV

---

# 5
DFT (ωB97M-V with the def2-TZVPD basis set) results for a single CH2N4O molecule.

Each line ends with the Löwdin charge.
Cartesian coordinates (Å):
N (-0.942, -0.109, 1.226)  0.07
C (-0.236, -0.360, 0.171)  -0.55
N (0.173, -1.251, -0.755)  0.13
O (1.020, -0.482, -1.573)  -0.06
N (1.125, 0.768, -1.192)  0.11
N (0.385, 0.840, -0.164)  0.07
H (-1.493, -0.822, 1.657)  0.03
H (-0.032, 1.416, 0.630)  0.20

Max |F| = 1.898 eV/A
Gap between HOMO and LUMO = 0.303 Eh
Energy relative to the best compared isomer or geometry (same formula, charge and spin) = 4.2126 eV
E_HOMO = -8.87 eV

---

# 6
DFT (ωB97M-V with the def2-TZVPD basis set) results for a single C5H10N2 molecule.

Each line ends with the Löwdin charge.
Cartesian coordinates (Å):
C (-2.034, -0.726, 0.184)  -0.05
C (-0.537, -0.294, -0.267)  -0.48
N (-0.439, 1.089, 0.069)  -0.07
C (0.903, 1.482, 0.365)  -0.14
C (1.555, 0.052, -0.162)  -0.23
N (2.038, -1.302, 0.165)  0.09
C (0.532, -1.028, 0.392)  -0.18
H (-2.446, -1.737, -0.286)  0.10
H (-2.543, 0.140, -0.216)  0.04
H (-2.062, -1.021, 1.288)  0.08
H (-0.512, -0.446, -1.343)  0.13
H (-0.777, 1.810, -0.614)  0.14
H (1.180, 1.705, 1.345)  0.07
H (1.166, 2.352, -0.300)  0.12
H (1.264, 0.203, -1.232)  0.12
H (2.174, -1.564, -0.848)  0.11
H (0.536, -0.717, 1.460)  0.14

Max |F| = 5.964 eV/A
Gap between HOMO and LUMO = 0.353 Eh
Energy relative to the best compared isomer or geometry (same formula, charge and spin) = 5.8984 eV
SMILES = C[C@H]1NC[C@H]2N[C@H]12
E_HOMO = -8.74 eV